{
  "formula": "C18H37BBr5CaF10KLi2N2NbO14PS2",
  "method": "ωB97M-V/def2-TZVPD",
  "multiplicity": 1,
  "gap_ev": 0.68,
  "homo_ha": -0.155,
  "symbols": ["C", "O", "B", "O", "Nb", "C", "C", "C", "F", "Br", "C", "F", "F", "Br", "O", "C", "C", "C", "O", "P", "C", "O", "H", "H", "H", "H", "H", "H", "H", "H", "H", "H", "H", "H", "H", "H", "H", "H", "H", "H", "H", "H", "H", "Li", "C", "O", "O", "O", "C", "C", "C", "O", "C", "N", "H", "H", "H", "H", "H", "H", "H", "H", "H", "H", "H", "H", "Ca", "C", "O", "H", "H", "H", "Li", "F", "K", "C", "F", "F", "F", "S", "O", "O", "N", "S", "O", "O", "C", "F", "F", "F", "C", "Br", "Br", "Br", "H"],
  "xyz": [[-1.610, 4.228, -0.477], [-0.640, 3.121, -0.772], [-1.263, 1.879, -0.190], [-1.037, 1.627, 1.276], [-2.554, 0.407, -1.357], [-1.038, -1.303, -1.199], [-0.086, -1.508, -2.506], [-0.343, -2.852, -3.395], [0.935, -3.077, -4.171], [-0.639, -4.538, -2.359], [-1.514, -2.701, -4.556], [-2.287, -1.441, -4.484], [-0.844, -2.693, -5.911], [-2.767, -4.305, -4.608], [-4.136, 1.835, -1.626], [-5.405, 1.134, -1.911], [-5.724, 0.912, -3.503], [-4.611, 1.542, -4.529], [-5.797, -0.564, -3.748], [-3.508, -0.399, 0.895], [-4.004, -2.280, 0.765], [-4.971, 0.505, 1.300], [-1.991, 4.191, 0.649], [-2.503, 4.118, -1.227], [-1.010, 5.230, -0.667], [-0.056, 1.783, 1.416], [-3.678, -0.803, -2.179], [-1.883, 0.933, -2.951], [-1.639, -2.241, -0.844], [-0.320, -1.015, -0.289], [-0.194, -0.532, -3.175], [1.051, -1.548, -2.146], [-6.270, 1.802, -1.432], [-5.498, 0.083, -1.369], [-6.803, 1.327, -3.736], [-3.528, 1.099, -4.399], [-4.521, 2.714, -4.489], [-4.974, 1.259, -5.630], [-5.245, -0.734, -4.573], [-3.807, -2.624, -0.349], [-5.125, -2.368, 1.094], [-3.289, -2.837, 1.540], [-5.710, -0.189, 1.228], [-4.603, -4.512, -2.767], [2.627, -5.773, -1.888], [3.346, -5.758, -2.875], [2.519, -4.852, -1.071], [1.895, -6.712, -1.554], [-0.244, 5.273, 3.901], [-1.516, 4.830, 4.609], [-1.387, 4.814, 6.140], [-0.629, 3.670, 6.552], [0.748, 3.944, 6.807], [-1.820, 3.430, 4.175], [0.554, 4.527, 3.973], [-0.437, 5.437, 2.836], [0.127, 6.213, 4.321], [-2.356, 5.459, 4.297], [-2.387, 4.684, 6.570], [-0.988, 5.753, 6.538], [0.922, 4.980, 7.115], [1.331, 3.719, 5.911], [1.087, 3.279, 7.606], [-1.700, 3.268, 3.170], [-2.774, 3.155, 4.441], [-1.189, 2.791, 4.696], [4.097, -5.499, -5.024], [-1.909, 6.030, 9.246], [-2.127, 6.445, 10.485], [-1.761, 4.947, 9.095], [-2.695, 6.234, 8.499], [-1.024, 6.432, 8.726], [1.997, -8.907, -0.644], [-7.303, -0.996, 1.086], [-7.503, 0.952, -0.833], [10.389, -3.579, 1.234], [11.001, -3.239, 2.405], [10.870, -2.717, 0.287], [10.874, -4.810, 0.891], [8.568, -3.552, 1.337], [8.241, -2.165, 1.678], [8.247, -4.531, 2.378], [8.285, -3.993, -0.160], [6.734, -4.106, -0.469], [5.984, -2.848, -0.508], [6.026, -5.222, 0.161], [6.893, -4.597, -2.218], [7.589, -5.764, -2.371], [7.562, -3.666, -2.962], [5.690, -4.786, -2.835], [4.611, -1.275, -8.404], [6.074, -1.241, -9.685], [2.882, -1.082, -9.275], [4.678, -2.854, -7.270], [4.738, -0.406, -7.750]],
  "forces_ev_per_angstrom": [[0.5, 0.3, -0.3], [-2.3, -0.8, 2.1], [2.2, 2.6, 1.9], [1.7, 1.0, -2.2], [-1.3, 1.4, 0.5], [0.5, -0.3, 0.8], [0.6, 0.4, 0.3], [1.7, 0.9, -0.5], [-3.0, 0.3, 1.5], [1.0, 1.5, -0.3], [0.7, 2.7, -2.2], [2.6, -4.5, -0.3], [-2.4, 0.0, 4.0], [0.1, 1.3, -0.9], [-0.6, -3.5, -0.4], [1.1, 1.6, 0.0], [0.6, -0.2, -0.3], [-0.3, 0.1, -0.8], [0.7, 1.4, -1.3], [-2.3, -0.5, -0.8], [0.3, -0.2, 0.9], [1.2, -2.4, -0.8], [0.7, 0.1, -2.3], [1.5, 0.4, 1.6], [-1.4, -2.1, 0.4], [-1.4, 0.1, 0.0], [0.0, -0.7, -0.4], [-0.1, -0.7, -0.7], [1.4, 1.4, -0.8], [-1.4, -0.8, -1.8], [0.2, -2.4, 1.0], [-2.5, -0.4, -1.0], [5.9, 0.8, -3.2], [0.6, 2.0, -1.2], [2.1, -0.6, 0.3], [-2.3, 0.8, 0.2], [-0.3, -2.4, 0.1], [0.7, 0.6, 2.3], [-1.0, 0.4, 1.7], [-0.5, 0.6, 2.3], [2.0, 0.0, -0.7], [-1.7, 0.9, -1.8], [-0.3, 0.7, 0.4], [0.3, 0.6, 0.2], [-2.8, 2.8, 6.4], [4.1, -0.2, -8.3], [1.4, 3.1, -0.4], [-2.6, -7.7, -0.4], [0.1, 0.1, -0.4], [0.7, 0.7, 0.2], [-0.6, -0.9, 0.2], [-0.2, 0.8, -0.3], [0.3, -0.3, 0.1], [-0.3, -0.7, 0.3], [-0.1, 0.1, 0.1], [0.1, 0.0, 0.1], [-0.1, -0.2, 0.0], [0.1, -0.1, 0.1], [0.2, 0.1, 0.1], [0.0, -0.1, -0.1], [-0.2, -0.1, 0.0], [0.2, 0.1, 0.0], [-0.2, 0.1, -0.1], [0.0, -0.1, 0.0], [0.2, 0.1, -0.2], [-0.1, 0.3, -0.1], [-0.8, 0.3, 3.7], [-0.2, 0.1, 0.3], [0.0, 0.0, -0.1], [0.1, -0.9, 0.2], [-0.9, 0.3, -0.5], [1.0, 0.6, -0.2], [0.1, 2.0, -0.6], [0.7, 0.8, -0.8], [-5.9, -3.3, 3.6], [2.7, -0.1, -0.5], [-1.1, -0.3, -1.0], [-0.7, -0.6, 0.8], [-0.7, 0.9, 0.3], [-0.5, 1.0, 3.1], [0.5, -1.7, -0.9], [0.4, 0.9, -1.7], [-0.9, 0.0, 0.1], [-3.0, 0.4, 1.4], [1.4, -1.6, -0.3], [1.4, 1.1, -1.1], [1.8, -0.4, -1.6], [-0.8, 0.8, 0.1], [-0.7, -0.7, 0.6], [0.4, 0.2, 0.1], [-0.1, 0.9, -0.6], [-0.5, -0.2, 0.5], [0.6, -0.2, 0.3], [0.1, -0.2, 0.1], [0.0, -0.5, -0.1]]
}